A structure of composition C4H4O3Pr. Source: the OMol25 dataset; level of theory: ωB97M-V with the def2-TZVPD basis set.

XYZ file:
```
12
Properties=species:S:1:pos:R:3:mulliken_spin:R:1
O 1.71162 0.43041 -0.46924 -0.01
C 1.08324 0.82515 0.56415 0.00
O 0.06626 -0.14651 0.81022 -0.01
O 1.20601 1.78741 1.27346 0.00
Pr 0.94656 -1.53021 -1.07489 2.89
C -1.98512 0.74704 1.34390 0.09
C -2.59965 1.05711 0.22648 0.00
C -0.87375 0.00724 1.93824 0.03
H -2.07881 0.99963 -0.73931 0.01
H -3.59736 1.50423 0.21804 0.00
H -0.35717 0.58098 2.71713 0.00
H -1.17404 -0.98413 2.29492 0.00
```

Results
F_max in eV/A: 4.88
Energy in Eh: -896.7651
E_HOMO (spin up / spin down) in eV: -15.5449 / -18.5955
Spin multiplicity: 4
Charge: +2